1.
ORCA calculation (wB97M-V/def2-TZVPD) on a cluster of 2 separate species, C4H8F4P in total in a non-equilibrium geometry.

Last column: natural (NBO) charge in e.
Element x y z (Å)
P  -0.06484  0.01785  -0.34685  0.82
F  -1.43263  0.07592  1.94025  -0.34
F  -1.05673  1.89869  -1.60488  -0.35
F  2.57257  -1.54083  0.95584  -0.25
F  -1.34155  -2.04017  -1.33460  -0.33
C  -0.30154  -0.57038  1.43619  -0.23
C  -1.50185  -0.69505  -1.35479  -0.18
C  2.79475  -0.55407  0.11627  0.37
C  -0.63320  1.81047  -0.31171  -0.24
H  3.08769  -0.75264  -0.84533  0.19
H  -1.65078  -0.37508  -2.36142  0.24
H  0.74713  -0.38429  1.96355  0.21
H  -0.01250  2.63797  -0.19525  0.22
H  -1.43440  1.97812  0.57691  0.24
H  -2.35369  -0.26194  -0.71115  0.21
H  3.07419  0.36167  0.53454  0.18
H  -0.49261  -1.60624  1.54243  0.23

Calculated values
total charge = +1
E_tot = -24424.25285 eV
ΔE to the lowest compared entry with this formula, charge and spin = 12.56 kcal per mole
spin multiplicity = 1
frontier orbital gap (spin up / spin down) = 7.1 / 7.8 eV

=====

2.
ORCA calculation (wB97M-V/def2-TZVPD) on the molecule C5H8O in a non-equilibrium geometry.

Last column: natural (NBO) charge in e.
Element x y z (Å)
O  -1.21329  -0.95637  -1.96923  -0.51
C  -0.49550  1.74683  1.50312  -0.65
C  -0.30303  0.52325  0.58005  -0.16
C  -0.46236  -1.68561  -1.38548  0.45
C  0.84187  0.12769  -0.06250  -0.20
C  0.82813  -1.16030  -0.88315  -0.56
H  0.39561  2.43793  1.39129  0.21
H  -0.75237  -2.73371  -0.98471  0.11
H  1.74207  0.77107  0.01475  0.21
H  -1.25057  2.29255  0.98590  0.22
H  -1.27408  -0.04014  0.41326  0.19
H  1.38011  -1.80989  -0.33795  0.22
H  1.36912  -0.88425  -1.74791  0.24
H  -0.80570  1.37094  2.48256  0.23

Calculated values
total charge = 0
E_tot = -7360.26768 eV
ΔE to the lowest compared entry with this formula, charge and spin = 45.83 kcal per mole
spin multiplicity = 1
frontier orbital gap = 10.2 eV
SMILES string = C/C=C/CC=O

=====

3.
ORCA calculation (wB97M-V/def2-TZVPD) on a cluster of 8 separate species, C21H56F2N8O11S2 in total in a non-equilibrium geometry.

Last column: Löwdin spin population.
Element x y z (Å)
S  4.66241  -12.96495  -16.95350  0.24
S  4.87956  -14.99969  -17.80113  0.13
F  5.92163  -16.19157  -17.81961  0.00
F  5.63139  -12.01799  -16.16981  0.01
O  3.78869  -15.69226  -17.20212  0.08
O  3.47294  -12.70279  -16.11887  0.08
O  2.68371  -12.53709  -12.44998  0.00
O  3.70869  -9.29223  -16.36940  0.00
O  4.64057  -12.22056  -18.17597  0.13
O  4.56215  -17.16610  -20.91063  0.00
O  0.12140  -15.65620  -17.69102  0.00
O  8.95933  -15.84775  -17.91291  0.00
O  9.81678  -12.63162  -18.43887  0.00
O  7.07012  -8.01656  -16.60038  0.00
O  4.95500  -14.68111  -19.18817  0.07
N  10.00184  -13.13312  -20.79308  0.00
N  1.87966  -14.60345  -13.27807  0.00
N  -1.55780  -17.34004  -17.07995  0.00
N  3.77083  -9.05408  -13.90281  0.00
N  7.78388  -15.41254  -15.83703  0.03
N  3.67746  -16.89470  -23.16416  0.00
N  5.65071  -14.32301  -16.79865  0.16
N  9.20384  -9.10415  -16.70479  0.00
C  7.48335  -16.74759  -15.12234  0.00
C  8.99623  -15.38535  -16.76641  0.01
C  5.25422  -9.46860  -13.86027  0.00
C  8.29444  -7.93074  -16.31656  0.00
C  3.09844  -9.31794  -15.28608  0.00
C  1.03231  -17.83583  -17.13884  0.00
C  2.94025  -13.64394  -12.97739  0.00
C  7.81259  -12.25214  -19.71393  0.00
C  -0.09185  -16.82090  -17.37504  0.00
C  4.54165  -16.50054  -21.96915  0.00
C  4.99639  -15.12231  -22.08938  0.00
C  4.35772  -14.11860  -13.15639  0.00
C  8.84043  -6.92896  -15.34889  0.00
C  10.17080  -14.71820  -16.19344  0.00
C  11.35028  -13.76520  -20.47373  0.00
C  4.40542  -17.34654  -24.38714  0.00
C  1.60316  -9.62452  -15.14749  0.00
C  8.83451  -10.46865  -15.95145  0.00
C  1.43575  -14.42291  -14.77353  0.00
C  9.25744  -12.68284  -19.51096  0.00
C  -2.28881  -17.95724  -18.27754  0.00
H  7.81562  -11.40417  -20.39879  0.00
H  3.29521  -15.98329  -23.37228  0.00
H  5.96579  -8.92810  -14.48445  0.00
H  1.35248  -9.50613  -14.09333  0.00
H  7.21507  -13.11116  -20.01917  0.00
H  9.70148  -11.11039  -16.10841  0.00
H  -1.93194  -18.95141  -18.54654  0.00
H  4.52278  -15.09453  -13.61293  0.00
H  4.86523  -14.05662  -12.19374  0.00
H  1.61067  -10.69662  -15.34405  0.00
H  8.62697  -10.20999  -14.91312  0.00
H  1.24302  -17.95580  -16.07615  0.00
H  0.99993  -9.00741  -15.81337  0.00
H  1.14946  -14.51828  -12.58549  0.00
H  9.95670  -13.65986  -16.34240  0.00
H  -1.54445  -18.02775  -16.34037  0.00
H  5.44836  -14.96204  -23.06822  0.00
H  5.76183  -15.04789  -21.31694  0.00
H  9.22289  -9.10609  -17.71461  0.00
H  0.69435  -18.74740  -17.63171  0.00
H  10.17624  -8.86178  -16.57911  0.00
H  4.93054  -13.53785  -13.87937  0.00
H  10.18881  -12.37528  -21.43404  0.00
H  9.52647  -7.34939  -14.61357  0.00
H  8.16599  -16.91332  -14.28889  0.00
H  1.00137  -13.42348  -14.79697  0.00
H  3.68963  -17.39761  -25.20759  0.00
H  7.45585  -11.90179  -18.74538  0.00
H  2.35929  -14.54771  -15.33887  0.00
H  7.90019  -10.83233  -16.37910  0.00
H  3.20945  -9.24368  -13.08489  0.00
H  9.49912  -13.87975  -21.25124  0.00
H  2.20521  -15.55740  -13.21414  0.00
H  11.81835  -13.25305  -19.63307  0.00
H  9.40615  -6.21266  -15.94469  0.00
H  11.12950  -14.90733  -16.67638  0.00
H  6.94763  -14.99833  -16.22329  0.02
H  7.92746  -14.79706  -15.04920  0.00
H  -3.32313  -17.92356  -17.93527  0.00
H  6.44351  -16.57519  -14.84464  0.00
H  4.86122  -18.28863  -24.08249  0.00
H  4.31037  -14.32758  -21.79632  0.00
H  7.66622  -17.51283  -15.87670  0.00
H  7.95895  -6.53507  -14.84298  0.00
H  10.12653  -14.83459  -15.11058  0.00
H  1.89171  -17.41916  -17.66412  0.00
H  5.19436  -16.64599  -24.66082  0.00
H  3.80677  -8.05944  -13.73104  0.00
H  2.93092  -17.41037  -22.72045  0.00
H  5.11588  -10.51199  -14.14363  0.00
H  0.76397  -15.26729  -14.92793  0.00
H  11.92474  -13.67195  -21.39535  0.00
H  11.14337  -14.77581  -20.12163  0.00
H  -1.99399  -16.51306  -16.69792  0.00
H  5.69224  -9.49470  -12.86249  0.00
H  -2.14860  -17.30748  -19.14139  0.00

Calculated values
total charge = +5
E_tot = -84174.67229 eV
spin multiplicity = 2
frontier orbital gap (spin up / spin down) = 4.0 / 7.9 eV
expectation value of S² = 0.75

=====

Question: Look up the E_tot of the second one.
Answer: -7360.26768 eV

=====

Question: E_tot of number 2 (C5H8O)?
Answer: -7360.26768 eV

=====

Question: Which value of E_tot does entry 2 give?
Answer: -7360.26768 eV